[1]
DFT (ωB97M-V with the def2-TZVPD basis set) results for a structure of composition C3H6BrP.

HOMO-LUMO gap (spin up / spin down) in eV: 8.67 / 6.82
Charge: 0
Energy relative to the best compared isomer or geometry (same formula, charge and spin) in kJ/mol: 395.18
E_HOMO (spin up / spin down) in eV: -8.9 / -8.0

Each line ends with the natural charge from an NBO analysis.
Element x y z (Å)
H 2.268 -0.552 -0.182  0.22
H 0.974 0.918 -1.503  0.22
H 0.096 -0.708 -1.609  0.23
H 1.028 -0.263 1.143  0.21
H 0.961 -1.671 0.172  0.21
C 0.311 0.076 -0.933  -0.57
Br -2.480 1.314 -1.030  0.11
C 1.199 -0.607 0.027  -0.60
H -2.383 0.629 2.097  -0.08
P -1.098 0.135 2.071  0.26
C -0.875 0.729 -0.252  -0.22

[2]
DFT (ωB97M-V with the def2-TZVPD basis set) results for an isolated molecule of C4H6BF3O2.

HOMO-LUMO gap in eV: 9.19
Structure (SMILES): C/C=C(\O)B(O)C(F)(F)F
Charge: 0
Energy relative to the best compared isomer or geometry (same formula, charge and spin) in kJ/mol: 60.07
E_HOMO in eV: -8.8

Each line ends with the natural charge from an NBO analysis.
Element x y z (Å)
O 1.290 1.621 0.955  -0.87
H -3.279 -0.674 0.418  0.23
B 1.006 0.563 0.216  0.76
H 2.192 1.810 0.935  0.51
C -2.678 -0.951 -0.398  -0.66
C -0.561 0.351 0.096  -0.03
H -3.017 -0.261 -1.142  0.23
O -1.199 1.526 0.259  -0.68
C 2.580 -0.268 -0.134  0.80
H -2.867 -1.981 -0.756  0.21
F 2.487 -0.936 -1.237  -0.31
F 2.950 -1.174 0.770  -0.33
C -1.203 -0.821 -0.212  -0.18
F 3.470 0.760 -0.113  -0.35
H -0.639 -1.658 -0.349  0.20
H -0.530 2.093 0.693  0.50

[3]
DFT (ωB97M-V with the def2-TZVPD basis set) results for an isolated molecule of C3H4N2O.

HOMO-LUMO gap in eV: 9.66
Structure (SMILES): Oc1ccn[nH]1
Charge: 0
Energy relative to the best compared isomer or geometry (same formula, charge and spin) in kJ/mol: 179.35
E_HOMO in eV: -9.1

Each line ends with the natural charge from an NBO analysis.
Element x y z (Å)
H 0.397 1.700 1.807  0.49
H -1.285 -2.021 -0.680  0.21
H 1.600 -0.036 -1.231  0.41
N 0.706 0.423 -1.069  -0.44
H -1.170 -0.360 1.520  0.23
C -0.622 -0.276 0.595  -0.44
N -0.013 -0.681 -1.555  -0.28
C 0.316 0.649 0.248  0.46
O 0.812 1.697 0.931  -0.64
C -0.742 -1.095 -0.566  0.00

[4]
DFT (ωB97M-V with the def2-TZVPD basis set) results for a cluster of 9 separate species, C36H81IO27S9 in total.

HOMO-LUMO gap in eV: 9.19
Charge: 0
E_HOMO in eV: -9.1

Each line ends with the Mulliken charge.
Element x y z (Å)
H 5.197 -6.124 10.204  0.39
C 7.198 7.310 -3.433  -0.98
C -1.592 -1.613 -10.298  -0.83
S -5.915 4.515 6.598  1.22
O -5.729 4.200 1.469  -0.30
H 8.764 -5.095 2.541  0.26
O 1.650 -2.329 -3.173  -0.60
O 5.141 -3.357 6.968  -0.60
C -5.076 6.035 6.300  -0.85
O 8.995 -1.074 1.365  -0.60
C -5.436 1.743 8.281  -0.98
H -5.394 6.403 5.326  0.29
H 9.061 -3.187 -1.432  0.31
C 1.490 1.328 -2.515  0.02
H -6.606 -0.295 -0.762  0.42
C -5.788 3.125 8.795  -0.35
O 1.842 -0.417 2.805  -0.63
H -4.360 1.649 8.135  0.26
H 7.657 -3.127 3.675  0.14
H 5.181 -5.446 4.155  0.40
H -1.263 -0.729 -10.840  0.38
H 0.536 -3.645 3.226  0.36
H -9.197 -0.874 -6.586  0.31
H -2.288 1.563 -2.261  0.30
S 0.970 -1.346 3.459  1.22
C 0.923 -0.220 6.535  -1.05
H -1.118 -1.643 -5.645  0.20
O -5.499 3.565 5.614  -0.58
H 8.988 -3.820 4.621  0.40
H 0.562 -1.464 -0.696  0.19
C -9.244 -1.952 -6.457  -0.97
H -4.571 -0.848 0.479  0.39
C -3.383 3.914 0.890  -0.93
O 2.034 0.000 -2.631  -0.28
H -4.274 -3.662 -8.827  0.28
C -5.613 0.916 -2.233  -0.46
H 6.990 2.538 -3.312  0.33
O -6.361 6.262 0.289  -0.70
H -5.648 -1.651 -9.099  0.22
O 4.864 -5.801 6.851  -0.29
C 4.926 -5.592 9.292  -0.98
C 2.104 1.945 -1.232  -0.53
C -5.644 0.101 -1.093  -0.84
H 10.268 -4.193 2.467  0.35
S 0.992 -1.063 -3.366  0.53
O 7.004 -4.806 6.143  -0.64
C 8.734 -3.295 3.701  -0.88
H 3.791 -4.501 4.780  0.33
O 1.645 -1.816 4.821  -0.18
H -5.347 6.744 7.078  0.33
H 5.249 2.150 -3.345  0.22
H -8.198 5.202 2.082  0.34
H 0.009 -3.482 -6.904  0.33
C -1.963 -0.084 -0.043  0.11
H 5.400 -4.610 9.317  0.29
H 5.227 -3.661 4.133  0.34
C -1.620 -1.566 -0.422  -0.90
C -1.081 -3.418 -6.879  -0.64
O 5.624 4.758 -2.239  -0.60
C -3.238 0.297 -0.790  0.31
C 9.182 -4.089 2.491  -0.43
H -3.128 4.973 0.934  0.41
C -3.218 1.119 -1.894  0.16
C 5.362 -6.379 8.072  -0.33
H -4.004 5.850 6.297  0.31
C -0.349 -1.731 -1.256  -0.43
H 0.562 -2.784 1.664  0.12
O -7.167 -2.191 -7.862  -0.31
C -4.397 1.435 -2.619  -0.95
H 6.448 -6.477 8.031  0.32
H -7.677 6.719 2.861  0.38
H -9.764 -2.423 -7.287  0.33
O -0.428 -1.044 -2.527  0.07
O -4.892 6.357 2.308  -0.61
C 6.044 2.729 -3.812  -0.81
H -6.869 3.258 8.869  0.33
C -5.298 -3.663 -8.448  -0.93
H 6.108 2.493 -4.872  0.33
H 7.345 8.344 -3.746  0.39
C 2.082 -0.801 5.749  -0.27
O 0.534 -1.793 -8.804  -0.65
H -2.447 -2.008 -0.996  0.48
H 2.098 -3.167 2.488  0.27
H -1.286 -3.156 -4.750  0.36
S -0.871 -1.551 -8.691  1.21
O -6.839 -1.813 -5.450  -0.57
H -5.912 1.548 7.320  0.29
H -5.011 2.650 0.327  -0.06
H 2.127 1.634 0.896  0.50
H -5.318 -4.253 -7.532  0.30
S 5.638 4.434 -3.631  1.26
H -1.177 0.606 -0.364  -0.82
O -7.663 -4.013 -6.280  -0.63
H -5.014 4.197 -0.503  0.38
H -0.244 -2.809 -1.472  0.42
S -7.602 -2.588 -6.379  1.21
H -2.643 -2.513 -5.698  0.20
C 1.572 1.242 0.033  -0.75
C 1.054 -2.899 2.628  -0.73
H -5.379 3.257 9.796  0.28
H -1.462 -4.438 -6.829  0.30
H -6.505 1.154 -2.810  0.46
H -2.705 3.430 0.186  0.25
O 10.858 -2.532 0.585  -0.64
H 1.290 0.440 7.321  0.41
H 0.393 1.360 -2.432  -0.17
H -1.473 -2.139 0.506  0.33
H -4.323 2.084 -3.493  0.45
H 1.688 0.155 -0.013  -0.04
C 6.986 6.418 -4.641  -0.35
O 6.969 5.024 -4.285  -0.28
H -1.250 -2.513 -10.802  0.31
O -5.210 4.164 7.986  -0.26
H 9.114 -1.403 -1.471  0.37
H 7.666 -2.231 -0.837  0.31
O -0.402 -1.028 3.701  -0.63
H 6.073 6.685 -5.176  0.33
H 3.193 1.822 -1.278  0.46
H 2.776 -1.289 6.431  0.20
H -5.946 -4.163 -9.168  0.34
H 2.638 -0.018 5.229  0.34
C 8.749 -2.275 -0.931  -0.93
H 0.535 1.576 0.167  0.24
O -1.379 -0.404 -8.007  -0.60
H -9.736 -2.199 -5.518  0.37
C -4.824 3.715 0.458  0.03
H 9.212 -2.316 3.727  0.37
H -5.768 0.979 8.986  0.39
H 8.067 6.983 -2.861  0.26
O 4.528 4.744 -4.478  -0.65
H 7.815 6.543 -5.336  0.27
C -7.392 5.697 2.617  -0.89
H 4.949 -7.386 8.121  0.27
S 9.462 -2.238 0.681  1.21
H 0.327 -1.015 6.985  0.26
O 8.704 -3.517 1.259  -0.26
H -3.221 3.500 1.886  0.25
H 1.786 1.970 -3.359  0.47
S 5.608 -4.516 6.272  1.25
C 4.873 -4.540 4.670  -1.01
S -5.972 5.767 1.575  1.30
H 0.259 0.357 5.890  0.28
C -1.560 -2.640 -5.671  -0.57
I 1.548 4.024 -1.231  0.08
H -2.126 -0.063 1.044  0.64
H -2.675 -1.610 -10.198  0.18
H -7.138 5.153 3.526  0.19
H -5.174 -1.763 -7.414  0.30
O -1.581 -2.860 -8.109  -0.18
H 3.847 -5.431 9.280  0.26
O -7.300 4.790 6.838  -0.66
C -5.769 -2.244 -8.193  -0.27
H 6.338 7.276 -2.764  0.30
C -4.491 -0.197 -0.397  -0.33

[5]
DFT (ωB97M-V with the def2-TZVPD basis set) results for an isolated molecule of C4H9N.

HOMO-LUMO gap in eV: 9.06
Structure (SMILES): C=CNCC
Charge: 0
Energy relative to the best compared isomer or geometry (same formula, charge and spin) in kJ/mol: 160.89
E_HOMO in eV: -7.8

Each line ends with the natural charge from an NBO analysis.
Element x y z (Å)
C 0.747 1.169 0.313  0.02
H -1.560 -2.662 -0.784  0.21
H 1.154 1.052 1.420  0.20
H 0.737 -1.954 0.060  0.19
C 0.787 2.396 -0.301  -0.53
H -2.003 -0.945 -0.417  0.22
N 0.292 -0.040 -0.321  -0.63
H 0.060 -1.366 1.374  0.20
H -1.989 -2.193 0.899  0.22
H 0.263 -0.059 -1.239  0.37
C -1.490 -1.827 0.031  -0.63
C -0.085 -1.301 0.307  -0.23
H 1.109 3.265 0.186  0.21
H 0.426 2.518 -1.354  0.19

[6]
DFT (ωB97M-V with the def2-TZVPD basis set) results for an isolated molecule of C5H11NO2.

HOMO-LUMO gap in eV: 9.11
Structure (SMILES): C=C(NC)[C@H](O)OC
Charge: 0
Energy relative to the best compared isomer or geometry (same formula, charge and spin) in kJ/mol: 331.74
E_HOMO in eV: -8.2

Each line ends with the natural charge from an NBO analysis.
Element x y z (Å)
C 0.183 -0.011 -0.725  0.12
H 0.919 1.442 -2.098  0.20
H 2.044 0.969 -0.720  0.20
C 0.716 0.272 2.887  -0.26
N -1.078 -0.237 -1.210  -0.59
H -0.627 -1.311 1.643  0.52
C 1.082 0.868 -1.199  -0.52
H 1.367 1.097 2.587  0.18
C 0.516 -0.811 0.497  0.40
H 1.591 -0.840 0.717  0.16
H -0.842 0.003 -3.304  0.18
H -1.465 -1.127 -0.931  0.41
C -1.499 0.307 -2.478  -0.41
H 1.335 -0.583 3.188  0.17
O -0.179 -1.932 0.726  -0.78
O -0.152 -0.069 1.815  -0.61
H 0.105 0.593 3.731  0.20
H -2.512 -0.029 -2.691  0.21
H -1.506 1.399 -2.436  0.20

- Which formula does entry 4 have?
  C36H81IO27S9